This record from the Open Molecules 2025 dataset describes a cluster of 10 separate species, C27H79N11O10 in total. The level of theory is wB97M-V/def2-TZVPD.

The value obtained for the energy relative to the best compared isomer or geometry (same formula, charge and spin) is 68.7 kJ/mol. The calculation puts the frontier orbital gap at 8.58 eV. As for the HOMO energy: -8.3019 eV. As for the structure (SMILES): COC[C@H](C)N.COC[C@H](C)N.COC[C@H](C)N.COC[C@H](C)N.COC[C@H](C)N.NC(N)=O.NC(N)=O.NC(N)=O.CCO.CCO. The charge is 0.

Structure (XYZ):
```
127
C27H79N11O10 (wB97M-V/def2-TZVPD)
O 3.2524 -4.8711 1.0397
O -2.2328 4.8188 1.0802
O 2.7337 4.4684 1.1106
O -7.0698 -4.5598 -0.9473
O -1.7538 -5.0838 -0.4260
O 1.3836 -1.6431 -0.3195
O 5.5301 1.5209 -0.8931
O 1.0050 3.3730 -3.1137
O -2.8745 -0.9919 -1.1936
O -0.2192 -2.5190 3.9886
N -2.7056 0.3030 -3.0844
N 0.3343 -0.5217 4.9227
N 3.3539 5.3984 -3.9615
N -2.2418 -1.9349 -3.1542
N -1.8667 -1.2188 4.8691
N -3.8938 1.9972 -0.7212
N -3.8529 -3.3936 0.5604
N 2.4351 2.4244 2.1142
N 1.1068 -0.1836 2.1533
N 1.8516 2.7186 -0.0518
N 4.7881 -0.3052 2.2220
C 5.4962 0.4787 1.2169
C 0.2550 -0.8059 -0.0419
C -2.4306 3.7238 0.2198
C -0.5097 -4.5173 -0.0591
C -7.8528 -5.3931 -0.1091
C 6.9722 0.1103 1.2133
C 2.1052 -1.2857 -1.4603
C -0.5625 -1.4883 4.5610
C 4.0551 -3.8639 -0.9803
C -0.2945 -4.6424 1.4313
C 2.2920 3.3222 1.0975
C -2.5875 -0.8583 -2.3798
C -3.8453 3.1382 0.2255
C 1.1551 4.7618 -3.0449
C -4.2921 2.6694 1.6039
C -0.9004 5.2772 0.9641
C -0.2954 2.8637 -2.9974
C 4.8707 1.8352 -2.0944
C -5.6750 -4.6180 -0.6035
C 4.8997 0.4751 -0.1807
C 2.6762 6.6251 -2.0473
C -0.0659 -0.8205 1.4402
C -1.3532 -0.0039 1.6650
C -5.2893 -3.6287 0.5132
C 4.3761 -4.8172 0.1678
C -5.9515 -2.2553 0.3256
C 2.5825 5.2349 -2.7034
H 3.0215 2.6756 2.8900
H -4.5972 3.8585 -0.0993
H -0.8053 3.1102 -3.9390
H 3.4181 -5.4900 1.7550
H -8.8580 -5.4291 -0.5310
H 3.8251 0.6953 -0.1530
H 3.8141 2.1124 -1.9769
H -0.7666 6.0686 1.7035
H -7.9795 -4.9971 0.9053
H -2.2726 4.0701 -0.8159
H 2.3036 6.6779 -1.0200
H -5.5969 -1.5810 1.1047
H -0.9193 -3.8965 1.9236
H 3.2670 -4.2666 -1.6226
H 2.2190 -0.2388 -1.7620
H 7.4246 0.2263 2.1995
H 4.9301 -3.6546 -1.5977
H -7.0419 -2.2684 0.3772
H -3.2900 1.2701 -0.3413
H 3.7427 6.8029 -1.9202
H 0.7432 5.3483 -3.8781
H -4.1746 3.4647 2.3491
H 7.1252 -0.9391 0.9228
H -2.2445 -2.8201 -2.6779
H 1.8641 -0.7223 1.7239
H -1.8637 -5.1553 -1.3764
H 1.5128 1.7750 -0.0371
H -0.3045 1.7794 -2.9043
H -0.7375 5.8184 0.0243
H 5.0116 -0.4972 -0.6728
H 1.9005 3.2003 -0.9329
H -5.7110 -1.8771 -0.6702
H -1.5673 -0.2181 2.7172
H 7.6189 0.5880 0.4758
H -7.4071 -6.3895 -0.0539
H 0.4778 5.1270 -2.2508
H 5.4109 2.6652 -2.5390
H 5.5306 1.4975 1.6308
H 3.0993 4.5299 -2.0553
H -0.3832 -3.4836 -0.4011
H -2.2782 0.3725 -3.9872
H 3.6459 -2.8807 -0.7326
H -5.2804 -5.6234 -0.4312
H 2.1333 7.4087 -2.5755
H -2.5763 -1.8480 4.5417
H 4.4666 -5.8239 -0.2491
H -0.5614 -5.6493 1.7577
H 0.3517 0.1692 -0.5338
H 1.9133 1.5450 2.1580
H -3.6409 1.8987 2.0284
H -5.6255 -4.0652 1.4613
H -1.6271 2.9744 0.2605
H 5.2609 -4.4639 0.7009
H 1.7845 -1.8815 -2.3244
H 3.8084 -0.0474 2.2276
H -0.0535 -1.8245 1.8689
H -3.1881 1.1068 -2.7024
H 1.3223 -0.5133 4.7827
H -1.2932 1.0734 1.5308
H 0.9919 -0.4960 3.1139
H 3.0969 6.2674 -4.4208
H -5.3305 2.3401 1.6046
H 4.7721 0.9872 -2.7854
H -2.1500 -1.9284 -4.1496
H -0.1163 4.5345 1.1085
H 5.1832 -0.1372 3.1355
H 3.1595 -1.5773 -1.3986
H 3.0571 4.7134 -4.6534
H -3.3107 -4.1597 0.1525
H -3.6270 -2.5569 0.0407
H -0.5350 -1.2942 -0.6279
H -4.8424 1.6430 -0.6535
H 0.3240 -5.0474 -0.5413
H -0.8836 3.2929 -2.1811
H -0.1034 0.2968 5.3148
H -2.1326 -0.4324 1.0354
H -2.1954 -0.3671 5.2834
H -5.2739 -4.2711 -1.5638
H 0.7198 -4.4853 1.7928
```

Atomic partial charges in e from the Löwdin method, atoms 1 to 4: number 1, O, carries -0.090; number 2, O, carries -0.159; number 3, O, carries 0.012; number 4, O, carries -0.202